Computed, not measured: the ion C7H6N2O4 with charge -2, with ωB97M-V/def2-TZVPD.

Last columns: bonded neighbours and bond lengths (Å).
Positions of all 19 atoms, in Å:
1 C -2.9477 2.5980 -0.1520  C3 1.373, N8 1.153
2 C -0.8304 1.9062 -0.6230  C3 1.329, O13 1.359, H14 0.999
3 C -1.9882 1.6231 -0.0344  C1 1.373, C2 1.329, C4 1.695
4 C -2.4558 0.1296 0.6153  C3 1.695, N9 1.277, O11 1.266
5 C -3.1003 -1.9526 -0.3270  N9 1.440, O10 1.215, O12 1.227
6 C 0.6571 -0.9759 0.3479  C7 1.578, H15 1.042, H16 1.116, H17 1.057
7 C 0.4949 0.5361 0.7684  C6 1.578, O13 1.368, H18 1.148, H19 1.071
8 N -3.7676 3.3984 -0.2761  C1 1.153
9 N -2.7383 -0.5617 -0.4209  C4 1.277, C5 1.440
10 O -2.1850 -2.7206 -0.1051  C5 1.215
11 O -2.4536 0.0711 1.8804  C4 1.266
12 O -4.2835 -2.1757 -0.5623  C5 1.227
13 O 0.3614 1.3118 -0.3507  C2 1.359, C7 1.368
14 H -0.6891 2.6394 -1.2872  C2 0.999
15 H 1.6123 -1.1897 -0.0082  C6 1.042
16 H 0.5762 -1.5793 1.2834  C6 1.116
17 H -0.1877 -1.3034 -0.1956  C6 1.057
18 H 1.4676 0.9328 1.2316  C7 1.148
19 H -0.3974 0.5648 1.3599  C7 1.071

Values from the calculation:
**SMILES string**: CCO/C=C(C#N)\C([O-])=N\C(=O)[O-]
**Energy relative to the best compared isomer or geometry (same formula, charge and spin)**: 149.7 kJ/mol
**Total energy**: -18524.2542 eV
**Net charge**: -2
**Orbital gap**: 5.83 eV



Computed, not measured: an isolated molecule of C7H6N2O4S2, with ωB97M-V/def2-TZVPD.

Last columns: bonded neighbours and bond lengths (Å).
Positions of all 21 atoms, in Å:
1 C -0.4449 -2.6900 1.1513  C2 1.395, C3 1.408, H16 1.095
2 C -0.0179 -3.0886 -0.1151  C1 1.395, C4 1.402, H17 1.094
3 C -0.4748 -1.3333 1.5280  C1 1.408, C5 1.388, H18 1.083
4 C 0.6210 -2.0965 -0.8725  C2 1.402, C6 1.341, H19 1.066
5 C 0.0048 -0.3595 0.6631  C3 1.388, C6 1.429, N8 1.379
6 C 0.6764 -0.8045 -0.5168  C4 1.341, C5 1.429, S15 1.816
7 C 0.0626 1.9554 0.2270  N8 1.260, N9 1.375, S14 1.910
8 N -0.3195 0.9603 0.8983  C5 1.379, C7 1.260
9 N 0.7911 1.8672 -0.9360  C7 1.375, S15 1.699, H21 1.031
10 O -1.9768 2.9664 -0.6661  S14 1.460
11 O -1.5675 3.5869 1.7715  S14 1.587, H20 0.968
12 O 2.7511 0.4335 -1.8091  S15 1.450
13 O 0.6453 0.4214 -2.9766  S15 1.449
14 S -1.0199 3.5285 0.2832  C7 1.910, O10 1.460, O11 1.587
15 S 1.3059 0.4331 -1.6869  C6 1.816, N9 1.699, O12 1.450, O13 1.449
16 H -0.8205 -3.3879 1.9075  C1 1.095
17 H 0.1031 -4.1336 -0.4167  C2 1.094
18 H -0.9665 -1.2827 2.4910  C3 1.083
19 H 1.2158 -2.3923 -1.7063  C4 1.066
20 H -1.7991 2.7503 2.2000  O11 0.968
21 H 1.2304 2.6658 -1.4188  N9 1.031

Values from the calculation:
**Energy relative to the best compared isomer or geometry (same formula, charge and spin)**: 0.0 kJ/mol
**Total energy**: -40190.6842 eV
**Orbital gap (spin up / spin down)**: 6.09 / 5.95 eV
**Multiplicity**: 3



Computed, not measured: an isolated molecule of C7H6N2S, with ωB97M-V/def2-TZVPD.

Last columns: bonded neighbours and bond lengths (Å).
Positions of all 16 atoms, in Å:
1 C 2.3168 0.6091 -0.0100  C2 1.358, C3 1.396, H11 1.128
2 C 1.8847 -0.6657 0.1696  C1 1.358, C4 1.403, H12 1.182
3 C 1.4183 1.6754 0.0542  C1 1.396, C5 1.344, H13 1.097
4 C 0.5167 -0.9756 0.1614  C2 1.403, C6 1.420, H14 1.047
5 C 0.1217 1.3661 0.2267  C3 1.344, C6 1.444
6 C -0.4613 0.0463 0.2837  C4 1.420, C5 1.444, N9 1.413
7 C -3.0267 -0.2296 -0.3459  N8 1.380, N9 1.427, S10 1.823, H15 1.029
8 N -2.6339 -1.4440 0.1775  C7 1.380, N9 1.416
9 N -1.8224 -0.3087 0.4151  C6 1.413, C7 1.427, N8 1.416
10 S -4.4976 0.7951 -0.0168  C7 1.823, H16 1.343
11 H 3.4352 0.6841 -0.1400  C1 1.128
12 H 2.7188 -1.4992 0.0898  C2 1.182
13 H 1.5120 2.7642 -0.0378  C3 1.097
14 H 0.0531 -1.9100 0.0671  C4 1.047
15 H -2.7885 -0.1661 -1.3446  C7 1.029
16 H -4.7442 0.4890 1.2672  S10 1.343

Values from the calculation:
**Energy relative to the best compared isomer or geometry (same formula, charge and spin)**: 534.2 kJ/mol
**Total energy**: -21164.8586 eV
**Orbital gap (spin up / spin down)**: 7.72 / 8.31 eV